Here is a single CH4N2O2S molecule in a non-equilibrium geometry from the OMol25 dataset. Energies are from the ωB97M-V functional and the def2-TZVPD basis.

Last column: natural (NBO) charge in e.
CARTESIAN COORDINATES (ANGSTROEM)
C: -0.08 -0.50 -0.06  0.77
H: -0.17 -2.73 -0.31  0.47
H: 0.63 -0.90 -2.03  0.39
H: 0.87 1.14 -1.01  0.39
H: 0.48 1.99 1.76  0.09
N: 0.59 -1.20 -1.07  -0.38
N: 0.06 0.92 -0.43  -0.82
O: 0.60 -2.58 -0.83  -0.54
O: -0.57 -0.89 0.92  -0.57
S: -0.39 2.07 0.73  0.19

## Properties
SMILES string = O=C(NO)NS
Kohn-Sham gap = 10.2 eV
Strongest force on any atom = 6.4 eV/Å
E = -19010.321 eV